Entry 1:
{"formula": "C31H29NO7", "method": "wB97M-V/def2-TZVPD", "max_force_ev_per_a": 1.0, "gap_ev": 7.11, "relative_energy_kj_mol": 0.0, "species": ["C", "C", "C", "C", "C", "C", "C", "C", "C", "C", "C", "C", "O", "C", "O", "C", "C", "O", "C", "O", "C", "C", "C", "C", "O", "C", "C", "C", "C", "O", "C", "C", "N", "C", "C", "C", "C", "C", "O", "H", "H", "H", "H", "H", "H", "H", "H", "H", "H", "H", "H", "H", "H", "H", "H", "H", "H", "H", "H", "H", "H", "H", "H", "H", "H", "H", "H", "H"], "positions_angstrom": [[4.785, -1.117, 4.958], [3.613, -0.287, 4.449], [2.343, -0.579, 5.244], [1.135, 0.224, 4.737], [0.791, -0.079, 3.308], [1.190, 0.764, 2.324], [0.920, 0.558, 0.932], [1.266, 1.454, -0.062], [2.031, 2.666, 0.180], [2.058, 3.856, -0.501], [3.032, 4.661, 0.132], [3.537, 3.914, 1.148], [2.941, 2.706, 1.192], [0.789, 1.255, -1.415], [0.774, 2.109, -2.283], [0.332, -0.164, -1.806], [1.532, -0.894, -2.418], [-0.663, -0.042, -2.825], [-1.809, 0.460, -2.357], [-1.974, 0.696, -1.176], [-2.821, 0.677, -3.402], [-2.535, 0.483, -4.749], [-3.501, 0.702, -5.712], [-4.777, 1.120, -5.338], [-5.798, 1.363, -6.198], [-5.577, 1.195, -7.578], [-5.065, 1.315, -3.983], [-4.099, 1.099, -3.029], [-0.238, -1.022, -0.683], [-0.906, -2.006, -0.927], [0.165, -0.638, 0.668], [-0.220, -1.447, 1.693], [0.071, -1.214, 2.990], [-0.319, -2.231, 3.949], [0.666, -3.362, 3.978], [1.201, -4.073, 5.013], [2.063, -5.032, 4.426], [1.987, -4.830, 3.084], [1.142, -3.825, 2.804], [5.683, -0.898, 4.386], [4.569, -2.179, 4.865], [4.984, -0.898, 6.005], [3.442, -0.511, 3.394], [3.855, 0.774, 4.526], [2.133, -1.648, 5.194], [2.509, -0.323, 6.293], [0.278, 0.046, 5.390], [1.376, 1.285, 4.803], [1.732, 1.649, 2.608], [1.453, 4.115, -1.343], [3.316, 5.658, -0.137], [4.290, 4.110, 1.886], [1.899, -0.320, -3.266], [2.321, -0.994, -1.677], [1.218, -1.879, -2.756], [-1.547, 0.164, -5.039], [-3.251, 0.547, -6.750], [-6.521, 1.446, -8.060], [-4.795, 1.867, -7.945], [-5.312, 0.161, -7.820], [-6.057, 1.640, -3.714], [-4.308, 1.249, -1.981], [-0.791, -2.336, 1.465], [-1.304, -2.611, 3.649], [-0.408, -1.813, 4.951], [1.005, -3.936, 6.057], [2.653, -5.763, 4.938], [2.465, -5.312, 2.256]]}

=====

Entry 2:
{"formula": "C5H9Br", "method": "wB97M-V/def2-TZVPD", "max_force_ev_per_a": 10.6, "s_squared": 2.005, "gap_ev": [6.14, 7.40], "relative_energy_kj_mol": 166.7, "spin_multiplicity": 3, "species": ["C", "C", "C", "C", "C", "Br", "H", "H", "H", "H", "H", "H", "H", "H", "H"], "positions_angstrom": [[-0.158, -1.372, 1.815], [0.685, -2.065, 1.077], [1.073, 0.921, -0.371], [-1.142, 1.707, -1.244], [-0.039, 0.723, -1.054], [-0.311, -0.929, -1.972], [-1.208, -1.622, 1.882], [0.166, -0.521, 2.394], [0.368, -2.915, 0.491], [1.244, 1.853, 0.142], [1.738, -1.820, 1.027], [1.843, 0.178, -0.289], [-1.201, 1.996, -2.294], [-2.100, 1.271, -0.965], [-0.961, 2.594, -0.639]]}

=====

Entry 3:
{"formula": "C16H13N5O2", "method": "wB97M-V/def2-TZVPD", "max_force_ev_per_a": 1.1, "gap_ev": 8.63, "relative_energy_kj_mol": 0.0, "species": ["C", "C", "C", "C", "C", "N", "C", "N", "C", "N", "C", "N", "C", "O", "C", "C", "C", "C", "C", "C", "C", "O", "N", "H", "H", "H", "H", "H", "H", "H", "H", "H", "H", "H", "H", "H"], "positions_angstrom": [[-3.326, -2.725, -2.418], [-2.844, -2.151, -1.129], [-3.704, -1.622, -0.173], [-3.144, -1.135, 1.003], [-3.972, -0.541, 2.094], [-1.831, -1.168, 1.198], [-1.096, -1.660, 0.213], [0.275, -1.677, 0.412], [1.073, -2.167, -0.527], [1.812, -2.576, -1.300], [0.870, -0.906, 1.483], [1.564, 0.249, 0.964], [2.952, 0.381, 1.012], [3.689, -0.381, 1.578], [3.249, 1.625, 0.267], [4.452, 2.246, 0.003], [4.422, 3.423, -0.740], [3.225, 3.952, -1.197], [2.011, 3.325, -0.929], [2.042, 2.158, -0.194], [0.942, 1.267, 0.242], [-0.242, 1.352, 0.050], [-1.531, -2.166, -0.928], [-4.404, -2.626, -2.514], [-2.835, -2.220, -3.247], [-3.050, -3.777, -2.472], [-4.770, -1.594, -0.333], [-3.448, -0.620, 3.042], [-4.135, 0.515, 1.881], [-4.939, -1.033, 2.158], [1.613, -1.502, 2.026], [0.043, -0.600, 2.133], [5.380, 1.827, 0.361], [5.347, 3.931, -0.965], [3.233, 4.866, -1.771], [1.076, 3.730, -1.283]]}

=====

Entry 4:
{"formula": "C6H10", "method": "wB97M-V/def2-TZVPD", "max_force_ev_per_a": 1.1, "gap_ev": 10.43, "relative_energy_kj_mol": 160.1, "species": ["C", "C", "C", "C", "C", "C", "H", "H", "H", "H", "H", "H", "H", "H", "H", "H"], "positions_angstrom": [[2.565, 0.339, 0.308], [1.768, -0.907, -0.096], [0.341, -0.813, 0.229], [-0.818, -0.768, 0.554], [-2.229, -0.319, 0.676], [-2.228, 0.939, -0.221], [2.207, 1.226, -0.224], [2.468, 0.529, 1.381], [3.625, 0.199, 0.075], [1.892, -1.090, -1.171], [2.162, -1.786, 0.422], [-2.447, -0.162, 1.746], [-2.886, -1.154, 0.378], [-1.923, 0.585, -1.220], [-3.058, 1.625, -0.410], [-1.426, 1.574, 0.172]]}

=====

Entry 5:
{"formula": "C6H12N3O2", "method": "wB97M-V/def2-TZVPD", "max_force_ev_per_a": 6.8, "gap_ev": [6.52, 6.51], "relative_energy_kj_mol": 833.5, "total_charge": 1, "species": ["C", "C", "C", "C", "C", "C", "N", "N", "N", "O", "O", "H", "H", "H", "H", "H", "H", "H", "H", "H", "H", "H", "H"], "positions_angstrom": [[-0.496, -0.920, 0.367], [-1.264, 0.151, -0.113], [0.581, -0.918, -0.530], [-1.266, 2.067, 0.930], [1.384, -3.248, -0.009], [1.704, -1.825, -0.501], [-2.495, 2.411, 1.349], [0.448, 0.017, -1.476], [-0.722, 3.059, 0.020], [1.147, 0.389, -2.355], [-0.854, 0.680, -1.226], [-0.736, -1.623, 1.021], [-2.329, 0.060, 0.102], [1.068, -3.462, 0.998], [2.246, -3.847, -0.267], [0.426, -3.447, -0.509], [2.600, -1.433, 0.020], [2.152, -1.918, -1.566], [-2.891, 1.880, 2.128], [-2.938, 3.384, 1.129], [-0.329, 2.515, -0.718], [-1.324, 3.752, -0.469], [-0.109, 3.808, 0.382]]}

=====

Entry 6:
{"formula": "C10H16", "method": "wB97M-V/def2-TZVPD", "max_force_ev_per_a": 0.7, "gap_ev": 10.07, "relative_energy_kj_mol": 31.1, "species": ["C", "C", "C", "C", "C", "C", "C", "H", "H", "H", "H", "H", "H", "H", "H", "C", "C", "C", "H", "H", "H", "H", "H", "H", "H", "H"], "positions_angstrom": [[0.806, -1.483, 1.962], [0.812, -0.063, 1.474], [-0.390, 0.555, 1.117], [-0.378, 1.756, 0.424], [0.818, 2.361, 0.062], [2.005, 1.841, 0.558], [1.986, 0.643, 1.260], [1.734, -2.014, 1.750], [0.040, -2.061, 1.441], [0.652, -1.562, 3.041], [-1.343, 0.095, 1.335], [-1.333, 2.201, 0.176], [0.794, 3.193, -0.636], [2.947, 2.330, 0.358], [2.904, 0.203, 1.635], [-1.204, -2.481, -1.341], [-1.974, -1.192, -1.581], [-1.465, -0.486, -2.839], [-0.140, -2.297, -1.191], [-1.322, -3.188, -2.169], [-1.604, -2.990, -0.460], [-3.040, -1.402, -1.697], [-1.805, -0.554, -0.719], [-0.394, -0.670, -2.937], [-1.942, -0.888, -3.743], [-1.713, 0.577, -2.913]]}

=====

Entry 7:
{"formula": "C28H43BaBrN2P2", "method": "wB97M-V/def2-TZVPD", "max_force_ev_per_a": 4.6, "gap_ev": 5.01, "relative_energy_kj_mol": 350.4, "total_charge": 2, "species": ["C", "C", "C", "C", "N", "C", "C", "C", "C", "C", "C", "C", "C", "C", "Ba", "P", "H", "H", "H", "H", "H", "H", "H", "H", "C", "C", "H", "H", "H", "H", "H", "C", "C", "H", "H", "H", "H", "H", "C", "C", "H", "H", "H", "H", "H", "Br", "P", "C", "C", "H", "H", "H", "H", "H", "C", "C", "H", "H", "H", "H", "H", "C", "C", "H", "H", "H", "H", "H", "C", "C", "C", "N", "H", "H", "H", "H", "H"], "positions_angstrom": [[-2.461, -2.356, -2.698], [-1.394, -3.156, -2.239], [-0.325, -3.416, -3.111], [-0.277, -2.719, -4.322], [-1.249, -1.888, -4.705], [-2.321, -1.716, -3.937], [-1.278, -3.613, -0.893], [-1.258, -3.787, 0.347], [-1.343, -3.485, 1.760], [-0.634, -2.368, 2.249], [-0.919, -1.786, 3.504], [-2.092, -2.231, 4.052], [-2.679, -3.449, 3.809], [-2.229, -4.132, 2.648], [-2.630, -0.068, 2.176], [-0.077, 1.414, -1.690], [0.489, -4.084, -2.826], [-3.350, -2.183, -2.095], [0.601, -2.801, -4.971], [-3.082, -1.022, -4.307], [-2.617, -5.127, 2.389], [0.148, -1.935, 1.616], [-3.468, -3.861, 4.440], [-0.414, -0.880, 3.834], [0.820, 3.028, -1.793], [1.628, 3.419, -3.030], [1.492, 3.001, -0.917], [0.060, 3.799, -1.591], [2.087, 4.401, -2.840], [2.446, 2.722, -3.252], [1.002, 3.533, -3.926], [0.972, 0.278, -2.731], [0.915, 0.341, -4.250], [0.689, -0.730, -2.386], [2.008, 0.443, -2.395], [1.697, -0.320, -4.647], [-0.030, -0.033, -4.660], [1.099, 1.341, -4.657], [-1.639, 1.668, -2.659], [-1.655, 2.625, -3.846], [-2.355, 2.025, -1.898], [-1.989, 0.673, -2.974], [-2.684, 2.685, -4.226], [-1.352, 3.645, -3.578], [-1.033, 2.276, -4.680], [-3.367, -0.636, 4.943], [2.312, -0.162, 1.421], [3.728, 0.236, 0.253], [5.092, 0.586, 0.827], [3.341, 1.088, -0.332], [3.812, -0.612, -0.441], [5.768, 0.818, -0.004], [5.060, 1.467, 1.478], [5.543, -0.245, 1.383], [2.773, 0.550, 3.057], [3.732, -0.190, 3.985], [1.800, 0.662, 3.568], [3.142, 1.571, 2.880], [3.876, 0.406, 4.897], [3.348, -1.167, 4.305], [4.725, -0.334, 3.543], [2.474, -1.992, 1.651], [3.790, -2.744, 1.559], [1.809, -2.409, 0.876], [2.001, -2.203, 2.622], [3.579, -3.805, 1.747], [4.237, -2.677, 0.563], [4.520, -2.425, 2.310], [-5.211, 4.219, 3.685], [-5.486, 3.855, 2.213], [-4.603, 2.805, 1.770], [-3.888, 2.005, 1.336], [-5.163, 3.315, 4.307], [-5.978, 4.870, 4.108], [-4.249, 4.740, 3.762], [-6.519, 3.515, 2.074], [-5.316, 4.724, 1.561]]}

=====

Entry 8:
{"formula": "C5H10O2", "method": "wB97M-V/def2-TZVPD", "max_force_ev_per_a": 0.4, "gap_ev": 9.66, "relative_energy_kj_mol": 290.2, "species": ["C", "O", "C", "C", "C", "C", "O", "H", "H", "H", "H", "H", "H", "H", "H", "H", "H"], "positions_angstrom": [[2.608, -0.290, 0.644], [1.425, 0.490, 0.609], [0.282, -0.207, 0.457], [-0.892, 0.356, 0.128], [-2.163, -0.444, 0.050], [-0.971, 1.796, -0.165], [-2.007, 2.355, -0.467], [2.523, -1.098, 1.381], [3.417, 0.381, 0.934], [2.825, -0.719, -0.342], [0.360, -1.281, 0.645], [-2.747, -0.138, -0.822], [-1.959, -1.517, -0.020], [-2.792, -0.270, 0.931], [-0.018, 2.356, -0.111], [0.244, -1.152, -2.892], [0.033, -0.813, -2.264]]}